No. 1
{
  "formula": "C25H18Cl2IrN6O6",
  "method": "the ωB97M-V functional and the def2-TZVPD basis",
  "total_energy_ha": -2767.7687,
  "max_force_ev_per_a": 0.89,
  "charge": 1,
  "homo_lumo_gap_ev": [6.257, 6.348],
  "de_lowest_kcal_mol": 60.8,
  "symbols": ["Ir", "O", "C", "C", "C", "C", "C", "C", "C", "O", "N", "O", "O", "H", "H", "H", "H", "Cl", "C", "C", "C", "Cl", "C", "O", "C", "C", "O", "C", "H", "H", "H", "C", "C", "N", "C", "C", "N", "C", "N", "N", "N", "C", "C", "C", "C", "C", "C", "H", "H", "H", "H", "H", "H", "H", "H", "H", "H", "H"],
  "positions_angstrom": [[-0.125, 0.647, 1.556], [-1.647, -0.874, 2.399], [-2.147, -0.961, 3.532], [-1.722, -0.294, 4.702], [-2.317, -0.607, 5.933], [-1.892, 0.019, 7.061], [-0.878, 0.986, 7.005], [-0.302, 1.309, 5.807], [-0.703, 0.672, 4.618], [-0.127, 1.020, 3.497], [-2.502, -0.327, 8.354], [-3.374, -1.175, 8.349], [-2.091, 0.255, 9.337], [-3.014, -1.623, 3.658], [-3.102, -1.350, 6.001], [-0.579, 1.465, 7.927], [0.472, 2.061, 5.730], [4.850, 4.662, -2.551], [3.652, 3.652, -1.827], [2.919, 2.766, -2.627], [1.951, 1.972, -2.067], [1.065, 0.848, -3.028], [1.637, 2.023, -0.691], [0.653, 1.278, -0.250], [2.424, 2.884, 0.084], [2.209, 2.908, 1.478], [1.413, 2.199, 2.103], [3.418, 3.699, -0.489], [3.124, 2.708, -3.688], [2.823, 3.618, 2.046], [3.997, 4.362, 0.144], [1.010, -1.855, -0.498], [-0.401, -1.416, -0.630], [-0.998, -0.454, 0.068], [-2.307, -0.342, -0.357], [-2.507, -1.263, -1.317], [-1.303, -1.939, -1.478], [-1.074, -3.037, -2.416], [-0.143, -2.738, -3.454], [1.048, -3.408, -3.505], [1.723, -2.984, -4.496], [0.997, -1.994, -5.145], [1.311, -1.208, -6.256], [0.399, -0.246, -6.625], [-0.810, -0.070, -5.924], [-1.147, -0.855, -4.844], [-0.212, -1.824, -4.468], [1.420, -1.436, 0.416], [1.604, -1.496, -1.341], [1.091, -2.941, -0.467], [-2.990, 0.379, 0.059], [-3.388, -1.523, -1.881], [-2.031, -3.307, -2.853], [-0.663, -3.890, -1.882], [2.239, -1.361, -6.793], [0.609, 0.397, -7.469], [-1.486, 0.716, -6.237], [-2.075, -0.708, -4.305]],
  "mulliken_charge": [1.2245, -0.6207, -0.0014, 0.4314, -0.5071, -0.3548, -0.4004, -0.7088, 0.5948, -0.5064, 1.0137, -0.6022, -0.5992, 0.4588, 0.5164, 0.5025, 0.4641, -0.1958, 0.1557, -0.8131, -0.0267, 0.2164, 0.5538, -0.6803, 0.4647, 0.0395, -0.6175, -0.9661, 0.5054, 0.4156, 0.4335, -1.3572, 1.2224, -0.1819, -0.7195, -0.4919, 0.2843, -1.2511, 0.8277, -0.5356, -0.5743, 0.7038, -0.7211, -0.5609, -0.5723, -0.5292, 0.6299, 0.3057, 0.1541, 0.4907, 0.5646, 0.5327, 0.4229, 0.3531, 0.4556, 0.4121, 0.4035, 0.3416]
}

No. 2
{
  "formula": "C6H10O",
  "method": "the ωB97M-V functional and the def2-TZVPD basis",
  "total_energy_ha": -309.8013,
  "max_force_ev_per_a": 0.38,
  "smiles": "O/C=C\\CC1CC1",
  "charge": 0,
  "homo_lumo_gap_ev": 9.663,
  "de_lowest_kcal_mol": 25.7,
  "symbols": ["O", "C", "C", "C", "C", "C", "C", "H", "H", "H", "H", "H", "H", "H", "H", "H", "H"],
  "positions_angstrom": [[1.990, -1.874, 0.832], [2.413, -0.744, 0.207], [1.717, 0.372, -0.011], [0.303, 0.639, 0.433], [-0.710, 0.688, -0.697], [-1.554, -0.509, -1.023], [-2.177, 0.699, -0.379], [3.446, -0.854, -0.106], [2.227, 1.167, -0.548], [1.044, -1.790, 1.018], [0.281, 1.596, 0.971], [-0.029, -0.109, 1.169], [-0.404, 1.295, -1.547], [-1.787, -0.719, -2.062], [-1.435, -1.399, -0.408], [-2.833, 1.323, -0.979], [-2.468, 0.623, 0.666]],
  "mulliken_charge": [-0.5270, -0.2261, -0.1468, -0.9390, 0.1942, -0.6137, -0.6315, 0.3480, 0.3050, 0.2869, 0.2424, 0.3882, 0.3880, 0.2661, 0.1639, 0.2622, 0.2392]
}

No. 3
{
  "formula": "C15H8FI2IrN3OSe",
  "method": "the ωB97M-V functional and the def2-TZVPD basis",
  "total_energy_ha": -4016.5696,
  "max_force_ev_per_a": 3.05,
  "spin_multiplicity": 5,
  "charge": 1,
  "homo_lumo_gap_ev": [7.137, 5.625],
  "de_lowest_kcal_mol": 0.0,
  "symbols": ["Ir", "I", "C", "C", "C", "I", "C", "C", "C", "C", "N", "C", "C", "O", "H", "H", "H", "H", "F", "Se", "N", "C", "C", "C", "C", "C", "C", "N", "H", "H", "H", "H"],
  "positions_angstrom": [[0.143, 0.079, -1.914], [-0.513, 5.140, -0.221], [0.805, 3.745, 0.389], [1.879, 4.034, 1.248], [2.858, 3.161, 1.522], [4.496, 3.817, 2.567], [2.866, 1.812, 1.014], [3.824, 0.814, 1.278], [3.718, -0.392, 0.656], [2.712, -0.586, -0.267], [1.761, 0.340, -0.514], [1.837, 1.515, 0.114], [0.693, 2.422, -0.191], [-0.146, 2.091, -1.002], [1.993, 5.063, 1.520], [4.588, 1.101, 1.920], [4.501, -1.123, 0.761], [2.620, -1.549, -0.882], [-0.700, -0.234, -3.569], [-0.294, -1.675, 1.288], [-0.887, -1.281, -0.365], [-2.103, -1.821, -0.514], [-2.964, -1.674, -1.635], [-4.216, -2.237, -1.563], [-4.541, -3.106, -0.470], [-3.760, -3.310, 0.619], [-2.465, -2.678, 0.631], [-1.666, -2.608, 1.645], [-2.638, -1.085, -2.565], [-4.884, -2.187, -2.411], [-5.439, -3.671, -0.542], [-4.079, -3.918, 1.453]],
  "mulliken_charge": [1.6362, 0.2815, -0.5533, -0.4513, -0.0899, 0.2146, 0.7037, -0.5126, -0.7985, -0.2397, -0.5484, 0.5634, 0.6733, -0.9045, 0.3812, 0.3324, 0.4586, 0.3625, -0.5296, 0.3624, -0.5807, 1.1482, -0.4949, -0.6726, -0.3518, -0.6812, 0.5417, -0.6797, 0.2279, 0.3947, 0.3897, 0.4169]
}